81
Properties=species:S:1:pos:R:3:forces:R:3 method="wB97M-V/def2-TZVPD" multiplicity=1 homo_lumo_gap_ev=4.2 homo_ha=-0.1323 charge=-1
S 0.6457 -1.6669 3.0302 -0.40 0.96 -0.18
F -6.2999 -4.8500 3.0668 0.61 -0.46 0.58
F -4.8089 -6.4609 2.9792 -0.36 0.67 0.57
F -5.3736 -5.6094 4.9297 -0.35 -0.19 -0.77
O 0.7330 -2.2215 4.3639 0.16 -0.90 0.10
O 3.7157 2.1003 -1.9713 -1.12 -0.76 -0.42
O 1.4535 -2.2294 1.9634 0.37 -0.28 0.00
C 0.3390 -0.1218 -1.4531 -1.60 -0.92 0.54
C 1.3242 -0.0178 3.2725 -0.30 0.79 -0.31
C -4.0217 -4.2607 3.5125 -0.79 -0.75 0.15
C 4.8670 -0.2042 -3.4080 -0.12 0.18 -0.06
C -4.7386 0.3491 -2.1132 0.51 -0.23 0.10
C 3.9895 -2.2317 -2.2978 -0.07 -0.10 0.06
C 2.7380 -0.0611 -2.0222 -0.46 -0.60 0.34
C 1.7147 0.7652 2.1776 0.19 -0.05 0.16
C 2.3588 1.9921 2.3834 -0.17 -0.26 0.23
C 2.0885 1.7139 4.7808 -0.06 -0.14 -0.29
C -6.0487 1.0610 -2.2678 -0.31 0.00 -0.05
C 1.9391 4.1884 -0.7689 0.13 -0.12 0.16
C -5.1221 -5.2861 3.6170 0.57 0.47 0.09
C 1.6047 -0.7587 -1.6776 1.01 -0.10 0.27
C -0.8137 -0.8362 -0.9851 2.26 0.45 -0.70
C 0.2700 1.2851 -1.6854 0.08 1.10 -0.92
C -3.3414 -1.9926 3.0941 0.21 -0.33 -0.01
C 1.2806 3.6082 -2.0252 -0.03 -0.42 0.06
C -2.3714 0.2731 -2.5770 0.45 -0.18 0.50
C -4.5647 -0.7345 -1.2297 -0.20 0.24 -0.16
C 4.1295 -0.7204 -2.1682 -0.38 0.06 -0.08
C -4.3424 -2.9075 3.4020 0.42 0.27 -0.56
C -1.9725 -2.4001 2.9709 -0.19 -0.24 0.17
C -3.3018 -1.1955 -0.8810 0.87 0.34 -0.09
C 4.9562 -0.3948 -0.9173 -0.17 0.20 0.20
C -3.6280 0.7839 -2.8463 0.00 -0.15 0.20
C -2.1313 -0.5968 -1.4574 -1.93 0.72 -0.60
C -0.1701 4.0812 -2.0678 -0.07 0.01 0.02
C 1.9961 4.1529 -3.2628 0.10 -0.14 -0.08
C -2.6879 -4.6895 3.5373 -0.01 0.60 -0.24
C 2.6671 1.4098 -2.0386 1.28 0.94 0.72
C 1.4637 0.4811 4.5707 0.18 -0.01 -0.06
C 2.5603 2.4563 3.6917 -0.27 -0.17 -0.15
C -1.6812 -3.7757 3.2802 -0.14 0.02 0.10
C 1.3572 2.0653 -1.9756 -0.75 -0.21 0.28
C -0.9784 -1.4748 2.5608 0.17 0.03 0.16
H 1.1078 -0.1126 5.4148 0.13 0.12 -0.34
H 5.0950 0.6895 -0.8551 0.08 -0.29 0.10
H 1.4438 3.7984 0.1300 0.07 0.17 -0.14
H -1.5302 0.5812 -3.2037 -0.30 -0.13 0.29
H 3.0442 3.8475 -3.2517 -0.15 0.11 -0.09
H 1.5167 3.7639 -4.1680 0.09 0.13 0.00
H -2.4589 -5.7389 3.7397 -0.02 0.34 -0.20
H 4.9848 0.8798 -3.3467 0.06 -0.19 -0.12
H 4.2984 -0.4555 -4.3111 0.16 0.03 0.02
H 1.8546 5.2824 -0.7789 0.03 -0.13 0.05
H -6.4478 0.9639 -3.2881 0.02 -0.04 0.27
H -0.1918 5.1775 -2.1138 -0.01 -0.19 -0.02
H 5.9346 -0.8886 -0.9734 -0.15 0.04 0.03
H -0.6637 -1.5814 -0.1977 0.06 -0.41 -0.56
H -3.5655 -0.9353 2.9330 -0.04 -0.31 0.18
H 1.9377 5.2480 -3.2624 -0.01 -0.13 -0.08
H 2.7049 2.5621 1.5157 -0.11 -0.16 0.41
H 5.8584 -0.6707 -3.4639 -0.16 0.04 -0.05
H -0.6757 3.6847 -2.9582 -0.05 0.08 0.20
H 2.9955 3.9016 -0.7450 -0.21 0.15 0.08
H 1.5391 0.3975 1.1624 0.17 0.04 0.30
H -0.7132 1.7464 -1.6198 0.35 -0.05 0.33
H -0.6526 -4.1355 3.2741 -0.23 0.26 -0.03
H 1.6139 -1.8516 -1.6197 0.11 0.44 0.18
H 3.5098 -2.6530 -1.4077 0.10 -0.09 -0.18
H -3.1853 -1.9971 -0.1404 -0.04 0.43 -0.18
H 2.2022 2.0753 5.8055 0.03 -0.02 -0.36
H -1.2120 -0.5376 2.0706 -0.04 0.03 0.21
H -3.7489 1.5561 -3.6122 0.03 -0.31 0.19
H -6.7804 0.6789 -1.5476 0.04 0.08 -0.24
H 3.3984 -2.4728 -3.1901 0.05 -0.13 0.18
H -5.4578 -1.1949 -0.7992 0.34 0.18 0.08
H 4.9804 -2.6902 -2.4017 -0.16 0.08 0.01
H 4.4225 -0.7373 -0.0200 0.22 0.03 -0.12
H 3.0521 3.4131 3.8556 -0.04 -0.18 -0.02
H -5.9215 2.1384 -2.0806 0.00 -0.32 -0.01
H -0.7097 3.7725 -1.1644 -0.02 0.10 -0.20
H -5.3734 -2.5739 3.5325 0.25 -0.12 -0.22

79
Properties=species:S:1:pos:R:3:forces:R:3 method="wB97M-V/def2-TZVPD" multiplicity=6 homo_lumo_gap_ev="6.7 / 4.8" homo_ha="-0.4392 / -0.5108" charge=+2 e_above_lowest_kcal_mol=0.0
Ir -0.0738 -0.0690 3.7997 1.64 -2.09 1.50
P -0.2892 -1.4857 -2.4117 -1.00 -1.15 -0.72
P 1.3017 0.5661 -2.5926 0.78 1.90 -1.30
O 1.0108 -3.5096 5.6841 -0.87 2.36 -1.32
O 0.3399 -2.0832 4.0598 -0.79 0.81 -1.17
C -2.0656 -2.9195 -0.7419 0.22 0.39 0.14
C -3.0576 0.5970 3.6296 -0.40 -0.05 -0.64
C -0.8746 2.3006 5.6717 0.47 -0.06 0.54
C 0.2134 -3.9104 -3.7459 -0.31 0.23 -0.03
C -0.6796 -2.8294 -3.5955 0.22 -0.31 0.06
C -1.0541 -1.9424 -0.8297 -0.15 -0.18 0.44
C -2.2018 -0.4472 4.3051 -1.17 0.03 0.26
C 3.5925 2.4566 -5.5240 -0.14 -0.27 0.28
C -1.7216 1.1473 6.2136 -0.29 0.24 0.77
C 3.0072 2.1142 -4.3003 -0.14 -0.01 0.06
C -1.5286 -0.1627 5.5193 -0.31 -0.13 1.54
C -2.1139 -3.7911 -5.2996 0.07 0.08 0.26
C -0.0736 -4.9281 -4.6573 -0.17 0.17 0.06
C -1.1853 -0.0765 -3.0961 1.09 1.64 -0.14
C 2.7228 0.4163 -6.5011 -0.01 0.17 0.29
C -2.2286 -2.5206 1.6508 0.06 0.05 -0.25
C -0.1362 2.0088 4.3913 -0.42 0.81 -1.07
C 0.6515 -2.3999 5.2936 1.33 -2.38 2.43
C -2.6833 -3.1521 0.4886 0.05 0.00 0.15
C 1.2523 4.1913 -0.6507 0.15 -0.23 0.16
C -0.3553 1.0083 -3.1756 -1.23 -1.50 0.20
C 2.5045 4.2151 -0.0273 -0.28 -0.13 -0.17
C -0.7790 1.7111 3.1349 -0.45 2.30 -0.09
C -1.8575 -2.7877 -4.3600 0.31 -0.14 -0.16
C 3.3642 3.1180 -0.1410 0.03 -0.03 0.06
C 2.2559 0.9375 -4.1713 -0.05 -0.33 -0.05
C -1.2328 -4.8652 -5.4412 0.14 0.13 0.15
C -2.2934 1.8045 3.0281 -0.19 -0.02 -0.65
C -0.6022 -1.3059 0.3391 -0.08 -0.07 -0.41
C 2.9815 2.0005 -0.8809 -0.37 0.18 -0.19
C -1.1548 -1.6405 1.5586 -0.19 -0.22 -0.32
C 2.1096 0.0886 -5.2883 0.01 0.16 0.15
C 3.4692 1.5972 -6.6150 -0.09 -0.08 0.19
C 1.7251 1.9832 -1.5258 0.49 -0.24 0.70
C 0.8493 3.0585 -1.3569 0.06 0.07 -0.12
C 1.8524 0.4067 3.9499 2.82 0.18 0.75
H -1.4613 1.0302 7.2727 -0.14 -0.10 -0.26
H -3.6001 0.0959 2.8109 0.12 0.23 0.39
H 1.1216 -3.9440 -3.1421 -0.19 -0.06 -0.20
H 0.8576 2.4917 4.3745 -0.62 -0.59 -0.25
H -3.0104 -3.7268 -5.9129 0.17 -0.08 0.15
H -1.2833 -1.0011 6.1682 -0.23 0.06 -0.20
H -2.6466 2.7551 3.4665 0.21 -0.37 -0.19
H 1.4912 -0.8115 -5.2173 0.25 0.21 -0.05
H 2.1120 0.6535 5.0004 0.03 -0.20 -0.48
H 2.6117 -0.2403 -7.3640 0.02 0.15 0.27
H -0.1001 2.5198 6.4332 -0.48 0.16 -0.45
H -2.4667 -1.4891 4.1045 0.32 0.33 0.02
H 0.1818 -0.5551 0.2888 0.06 -0.11 -0.02
H -0.1409 3.0257 -1.8068 0.24 0.17 0.12
H -0.1919 1.9451 2.2383 -0.26 0.15 0.11
H 0.5833 5.0477 -0.5977 0.16 -0.16 0.10
H -2.7842 1.4182 6.2115 0.10 -0.06 -0.06
H 3.1005 2.7862 -3.4495 0.08 -0.10 -0.25
H -1.5023 3.1927 5.5428 0.33 0.01 -0.07
H -1.4484 -5.6573 -6.1626 0.09 0.30 0.25
H -3.8124 0.9883 4.3313 0.15 -0.39 -0.04
H 2.4139 -0.4829 3.6156 -0.25 0.26 0.13
H -2.5652 -1.9725 -4.2276 0.09 -0.26 -0.18
H 2.7937 5.0870 0.5554 0.05 -0.15 -0.19
H 4.1405 3.3975 -5.5976 -0.12 -0.35 -0.06
H -3.5210 -3.8433 0.5515 0.22 0.07 -0.03
H 3.9589 1.8494 -7.5538 -0.18 -0.08 0.17
H -2.3733 -3.4764 -1.6299 0.03 0.24 0.29
H 4.3458 3.1445 0.3394 -0.35 -0.04 -0.16
H 0.6062 -5.7716 -4.7567 -0.13 0.20 0.00
H -0.5947 2.0037 -3.5806 0.01 -0.67 0.04
H 2.0993 1.2761 3.3217 -0.18 -0.31 0.07
H -0.6810 -1.2311 2.4833 -0.83 -0.81 -1.51
H 0.5705 -1.5494 6.0027 0.26 -0.30 -0.04
H 3.6556 1.1502 -0.9880 -0.08 0.22 0.02
H -2.7006 -2.7116 2.6147 0.12 -0.20 -0.39
H -2.2022 -0.1269 -3.4810 0.16 0.19 0.23
H -2.5186 1.8318 1.9526 -0.08 0.16 0.36

81
Properties=species:S:1:pos:R:3:forces:R:3 method="wB97M-V/def2-TZVPD" multiplicity=5 homo_lumo_gap_ev="7.3 / 7.6" homo_ha="-0.3916 / -0.3919" charge=+1 e_above_lowest_kcal_mol=30.1
Sb -2.7158 -1.9106 2.1482 0.79 0.44 -0.84
Mn 0.1242 -0.1547 -0.0622 0.05 0.07 0.44
N 0.3513 -1.9040 1.6019 0.15 0.33 -1.11
N -1.7398 -0.8587 -0.7229 0.03 0.06 -0.37
N 1.8468 0.6588 0.2981 0.57 1.07 1.17
N 1.2852 -0.8074 -1.7996 -0.37 -0.49 0.11
N -1.7314 0.7747 2.9127 0.59 0.15 -0.33
C -3.5316 -2.4251 -0.7619 1.19 -0.01 0.46
C -0.3837 1.7300 0.0375 -0.44 2.22 0.03
C 3.9112 1.2827 -0.3182 1.06 -0.19 0.37
C 2.3018 -3.8175 -2.7840 -2.04 0.80 0.26
C -1.6512 2.1045 2.9836 -0.83 0.29 0.65
C -0.5110 2.7099 3.7109 1.49 -0.16 -1.74
C 2.6278 -2.4616 0.7005 -0.56 0.53 -0.11
C -2.0634 -0.4980 -1.9865 -0.82 -0.32 0.36
C 0.9606 -3.1702 4.0227 0.35 0.17 -1.20
C 0.2814 -5.2590 -1.4226 -0.11 -0.53 0.02
C -3.8291 -2.1121 -2.0950 -0.10 -0.60 1.71
C -2.4931 -1.8064 -0.0551 -0.84 0.54 -1.02
C -0.0023 5.3704 0.7529 0.00 -1.85 1.21
C -0.1005 4.3917 -0.3982 0.48 -1.31 -0.93
C 0.0443 -3.9321 -1.7876 1.73 -0.07 -0.88
C -0.5940 -2.1035 2.5350 -0.50 -0.10 1.24
C -1.4630 0.6618 -2.7240 -1.37 -0.52 -1.18
C 1.5682 -2.4446 1.7617 0.59 -1.56 2.02
C -2.7561 0.2507 2.2613 0.44 -1.08 0.04
C 1.0345 -3.1986 -2.4727 2.11 -1.41 -0.03
C -3.7939 0.9686 1.7285 -1.14 0.26 0.05
C 2.4434 -0.2398 -1.7869 -0.19 -0.67 -0.58
C 2.4961 -5.1319 -2.4155 1.36 -0.70 -0.23
C -3.8143 2.3341 1.9199 0.70 0.22 0.65
C 1.5111 -5.8593 -1.7678 -1.17 0.82 0.75
C 2.8058 0.5647 -0.7002 -0.87 0.31 1.00
C -0.3633 2.9651 -0.0426 0.39 -1.84 0.28
C 2.3586 1.5128 1.2738 0.38 -1.67 -1.93
C 1.8759 -3.1536 2.9627 -1.09 0.88 -0.19
C -2.6952 2.9045 2.5544 -1.41 1.10 -0.77
C 0.9068 -1.7655 -2.8652 -2.01 0.90 0.41
C -0.3211 -2.6500 3.7979 0.60 -0.45 -0.40
C -3.1457 -1.1124 -2.6665 0.98 0.59 -0.04
C -1.1899 4.7797 -1.4182 1.18 0.24 -0.58
C 1.2400 4.4166 -1.1670 0.17 0.90 0.05
C 3.6691 1.8211 0.9563 -0.44 0.42 -0.29
H -0.8889 -3.4712 -1.6257 -1.05 0.45 0.39
H 3.1476 -0.4270 -2.5744 0.38 -0.01 -0.53
H 0.3196 2.9588 2.9859 -0.80 -0.32 0.61
H -0.6345 1.1595 -2.2899 0.54 0.42 0.56
H -2.6936 3.9993 2.7321 0.19 -0.86 -0.08
H -0.7817 5.5467 -2.0879 -0.10 0.03 0.14
H 4.8690 1.2985 -0.7971 0.15 0.11 -0.42
H 1.3833 -1.5290 -3.8141 0.33 -0.07 0.02
H 2.1158 4.0200 -0.6483 -0.32 -0.21 0.16
H -1.4407 3.9260 -2.0584 -0.21 0.20 0.32
H -0.8653 5.2362 1.3850 -0.56 0.37 0.22
H -4.7386 2.8557 1.6685 0.55 0.31 -0.02
H 0.8496 5.1839 1.4287 -0.04 -0.05 -0.53
H -4.6324 -2.5799 -2.6103 -0.50 -0.47 -0.27
H 2.8219 -3.6663 3.0085 0.13 0.03 0.23
H -0.5220 -5.8404 -0.8891 1.04 0.64 -0.66
H -2.3610 1.3461 -2.8157 1.32 -0.32 -0.18
H 3.0209 -3.2312 -3.3663 -0.07 -0.38 0.37
H 1.6949 -6.8677 -1.4605 0.11 -0.43 -0.01
H -4.7005 0.5149 1.3358 0.33 -0.29 -0.19
H 1.1625 3.9819 -2.1550 -0.07 -0.39 -0.14
H 2.9273 -1.4282 0.5236 0.22 -0.16 -0.12
H 1.7823 1.8380 2.0845 -0.71 0.12 0.95
H -4.0170 -3.2216 -0.2488 -0.71 -0.37 0.21
H 4.3404 2.4427 1.5313 -0.07 -0.10 -0.04
H -2.0185 5.2123 -0.9179 -1.13 0.08 0.33
H -0.7269 3.6234 4.1944 -0.56 0.97 0.54
H 3.4677 -5.6423 -2.6119 -0.87 0.53 0.01
H -3.4669 -0.8351 -3.6498 0.39 0.56 -0.43
H 3.5180 -3.0422 0.9925 -0.60 0.15 -0.12
H 2.1534 -2.8448 -0.2096 0.45 -0.05 0.04
H -1.0735 -2.8081 4.5820 0.12 0.32 -0.59
H 1.2235 -3.6490 4.9515 -0.03 -0.05 0.17
H -0.1884 -1.6047 -3.0125 0.79 0.03 -0.17
H -1.1676 0.2738 -3.7294 -0.35 0.61 0.58
H -0.1285 2.0139 4.4145 0.44 -0.63 0.67
H 1.4286 5.4842 -1.3276 0.22 -0.05 -0.12
H 0.0655 6.3473 0.3811 -0.02 1.49 -0.46

79
Properties=species:S:1:pos:R:3:forces:R:3 method="wB97M-V/def2-TZVPD" multiplicity=1 homo_lumo_gap_ev="3.7 / 4.0" homo_ha="-0.4717 / -0.4722" charge=+2
Ce 1.6721 -0.9621 1.4736 -0.18 -1.03 1.06
Cl 1.6501 -3.0189 3.7139 0.64 0.25 -0.90
P 1.9651 0.3388 -2.7103 1.02 1.10 -1.40
P 0.1435 -2.0871 -2.3140 -0.78 -1.19 -0.68
C 2.6512 0.9776 -4.3670 0.27 -0.27 0.24
C 0.5714 -1.6439 3.5257 -0.33 -0.38 0.43
C -3.1781 1.0661 4.2497 0.43 0.29 -0.30
C 1.1419 2.8582 -1.6964 0.07 0.37 0.11
C -1.0257 2.6373 5.7632 0.20 0.17 -0.05
C -0.5779 -3.2686 -3.5744 0.33 -0.40 0.03
C -0.8975 -2.3162 -0.8175 -0.39 0.87 -0.52
C -1.9236 -3.2494 -0.7328 0.17 -0.07 0.54
C 0.1409 -4.4591 -3.8343 -0.34 0.20 -0.02
C 3.4625 3.1503 -0.1661 0.00 0.33 0.33
C 0.2290 0.4710 -3.2191 -0.91 -1.02 0.22
C 3.2624 1.9890 -0.9003 -0.42 -0.02 -0.03
C 3.2986 2.2123 -4.5367 -0.25 -0.14 -0.04
C -1.7315 -3.0060 -4.3336 0.08 -0.20 -0.05
C -0.9737 2.4020 4.4464 0.12 0.44 0.61
C 3.6794 2.6373 -5.8162 0.02 -0.32 -0.14
C -2.4627 1.2512 7.3075 -0.75 -0.36 0.17
C 1.3321 4.0191 -0.9504 0.27 -0.07 0.23
C -0.6074 -0.5596 -2.9297 0.66 1.53 0.11
C -1.4515 -1.4976 1.4094 -0.61 0.56 0.24
C 2.1190 1.8635 -1.7086 -0.28 -0.41 0.37
C 2.9238 0.1904 2.9498 0.20 0.13 -0.20
C -2.4770 -2.4535 1.4946 0.25 0.15 0.24
C -2.5931 0.0285 6.4145 0.37 -0.62 0.77
C -0.3089 -5.3657 -4.8050 -0.08 0.20 0.07
C -2.1520 -3.8985 -5.3304 0.09 0.08 0.19
C -2.2478 2.6098 6.6381 -0.12 -0.20 0.33
C 2.4973 4.1643 -0.1851 -0.11 0.01 -0.11
C -2.0621 1.8819 3.5635 -0.94 0.01 -0.23
C 2.4641 0.1440 -5.4839 -0.03 0.24 0.09
C -2.6679 -0.0581 5.0896 -0.17 0.14 0.24
C -0.7193 -1.3566 0.2236 0.01 -0.91 -0.16
C -2.7195 -3.3057 0.4166 0.20 0.10 -0.02
C -1.4519 -5.0826 -5.5685 0.33 0.07 0.38
C 2.8706 0.5545 -6.7535 0.23 0.38 0.02
C 3.4884 1.8043 -6.9285 -0.17 -0.09 0.42
H -3.1237 -2.4903 2.3804 0.43 -0.03 -0.34
H 0.2393 -6.2955 -4.9707 -0.14 0.34 0.03
H -3.0365 -3.6649 -5.9243 0.23 -0.04 0.21
H -1.6955 -0.4834 -3.0424 0.43 -0.05 -0.30
H -2.3854 -0.9962 4.5933 -0.69 0.02 0.21
H -2.3129 -2.1010 -4.1611 0.12 -0.26 -0.13
H -0.0814 2.7096 3.9097 0.34 -0.30 0.10
H 3.1448 -0.2885 3.9116 -0.20 0.08 -0.19
H 2.7108 -0.0897 -7.6183 0.05 0.11 0.28
H -2.0937 3.3432 7.4475 -0.13 -0.20 -0.35
H 1.9801 -0.8263 -5.3613 0.09 0.18 -0.07
H -3.7831 1.7370 4.8686 0.10 -0.35 -0.33
H -3.5331 -4.0259 0.4537 0.06 0.20 0.08
H -1.6069 1.0624 7.9756 -0.24 -0.13 -0.15
H -3.1603 2.8926 6.1124 0.30 0.26 0.05
H 0.2276 2.7426 -2.2726 0.25 0.12 0.08
H -3.3482 1.3092 7.9662 0.33 0.01 -0.12
H -1.7864 -5.7871 -6.3372 0.13 0.33 0.32
H 0.8158 -0.9147 4.3110 -0.38 -0.02 -0.25
H -1.5922 1.2461 2.7971 -0.05 0.13 -0.10
H -3.8689 0.6492 3.4996 0.26 0.21 0.05
H -2.5970 -0.9162 6.9778 0.69 0.31 -0.18
H 4.1322 3.6233 -5.9473 -0.08 -0.38 0.08
H -0.1703 -0.4153 -0.0249 -0.47 -0.30 -0.10
H 3.8680 0.3828 2.4175 -0.05 0.06 -0.08
H -0.4496 -2.0672 3.5776 0.69 0.64 -0.01
H -0.0729 1.3670 -3.7795 -0.14 -0.40 0.35
H 3.4952 2.8588 -3.6779 -0.12 -0.15 -0.28
H -2.1262 -3.9121 -1.5729 0.14 0.11 0.20
H 1.0548 -4.6680 -3.2674 -0.33 0.02 -0.25
H -2.5854 2.6912 3.0351 0.40 0.02 -0.16
H 2.6450 5.0714 0.4015 0.03 -0.24 -0.19
H 3.9909 1.1793 -0.8701 0.08 0.17 -0.18
H 3.8248 2.1236 -7.9215 -0.22 -0.13 0.45
H 4.3805 3.2712 0.4159 -0.35 0.01 -0.14
H -0.1189 2.9078 6.3322 -0.31 0.08 -0.70
H 2.3599 1.1311 3.0617 0.05 -0.04 0.10
H -1.2513 -0.8265 2.2619 -0.68 -0.09 -0.68
H 0.5761 4.8069 -0.9758 0.28 -0.23 0.09

Q: Among the records above, which one has the highest multiplicity?
A: C36H38IrO2P2